(1)
The following is a quantum chemistry calculation of a cluster of 9 separate species, C4H25NO10 in total, from the OMol25 dataset.

⟨S²⟩ = 0.7779
spin multiplicity = 2
HOMO-LUMO gap (alpha / beta) = 8.6 / 3.8 eV
total charge = +1

Last column: Mulliken charge in e.
Element x y z (Å)
O1 -0.996 2.999 0.111  -0.62
O2 1.195 3.322 -1.441  -0.71
O3 -0.572 -1.177 -3.052  -0.58
O4 -0.536 -0.587 3.172  -0.54
O5 1.906 0.306 -2.019  -0.59
O6 0.212 1.756 2.220  -0.67
O7 -0.880 -3.199 -0.176  -0.47
O8 2.229 2.451 0.739  -0.68
O9 3.684 -1.038 -0.193  -0.65
O10 1.491 -2.270 0.303  -0.64
N1 -2.016 -1.166 -0.155  0.33
C1 -1.388 -1.234 2.191  -0.46
C2 -1.813 -2.407 -0.562  0.12
C3 -1.293 -0.411 0.928  -0.76
C4 -2.438 -0.215 -1.205  -0.80
H1 -0.625 -1.717 -3.923  0.31
H2 2.800 -1.266 0.238  0.47
H3 -0.298 1.079 2.608  0.22
H4 0.340 -1.166 -2.790  0.26
H5 -2.261 -0.769 -2.294  0.49
H6 0.938 1.942 2.728  0.20
H7 2.099 3.040 0.002  0.50
H8 0.476 3.289 -1.043  0.38
H9 0.618 -2.552 -0.037  0.27
H10 3.731 -1.834 -0.685  0.28
H11 -3.567 -0.031 -1.024  0.33
H12 1.399 2.245 0.998  0.40
H13 -1.719 0.696 -1.275  0.26
H14 1.686 0.298 -1.050  0.29
H15 -2.589 -2.677 -1.324  0.44
H16 -0.050 -1.321 3.524  0.31
H17 1.449 2.426 -1.639  0.39
H18 -1.010 -2.285 1.903  0.43
H19 -1.858 0.519 1.012  0.64
H20 -2.410 -1.406 2.732  0.25
H21 -1.329 3.836 0.005  0.27
H22 -0.291 -0.260 0.480  0.42
H23 1.587 -2.336 1.185  0.26
H24 2.789 0.415 -2.139  0.26
H25 -0.688 2.706 0.948  0.38

(2)
The following is a quantum chemistry calculation of a cluster of 9 separate species, C4H25NO8 in total, from the OMol25 dataset.

ΔE to the lowest compared entry with this formula, charge and spin = 282.5 kJ/mol
SMILES = C=CNCC.O.O.O.O.O.O.O.O
HOMO-LUMO gap = 8.0 eV

Last column: Mulliken charge in e.
Element x y z (Å)
O1 0.356 -1.480 -0.349  -0.54
O2 1.035 3.051 -1.439  -0.64
O3 -1.412 0.435 -1.184  -0.68
O4 -4.207 2.647 -0.800  -0.64
O5 3.454 -2.895 0.547  -0.66
O6 -3.813 0.458 -2.517  -0.64
O7 1.556 0.417 -2.088  -0.73
O8 3.071 -2.291 -2.146  -0.68
N1 -0.014 -0.018 2.516  -0.26
C1 -2.340 -0.324 2.720  -1.16
C2 2.134 0.932 2.340  -1.22
C3 1.373 -0.454 2.483  0.87
C4 -1.107 -0.851 2.485  0.13
H1 1.822 -0.781 3.431  0.32
H2 -4.383 -0.311 -2.547  0.27
H3 1.709 2.352 -1.589  0.35
H4 0.668 0.224 -1.745  0.45
H5 2.902 -2.392 1.153  0.30
H6 0.700 3.194 -2.338  0.29
H7 -2.521 0.598 3.255  0.27
H8 -0.261 0.924 2.792  0.22
H9 -3.991 2.221 0.048  0.35
H10 -0.488 -1.037 -0.551  0.25
H11 0.359 -1.149 0.556  0.26
H12 2.316 -1.719 -1.982  0.34
H13 -3.258 -0.697 2.290  0.26
H14 3.270 -2.423 -0.289  0.36
H15 -1.017 -1.832 2.029  0.50
H16 -2.333 0.192 -1.376  0.31
H17 -3.886 1.875 -1.332  0.31
H18 2.184 1.390 1.354  0.21
H19 1.666 -1.095 1.692  -0.79
H20 1.696 1.674 3.013  0.38
H21 2.042 0.239 -1.259  0.35
H22 -3.844 1.062 -3.263  0.30
H23 2.718 -2.967 -2.731  0.29
H24 -1.347 1.400 -1.212  0.30
H25 3.207 0.800 2.520  0.40

(3)
The following is a quantum chemistry calculation of a cluster of 8 separate species, C4H25NO8 in total, from the OMol25 dataset.

ΔE to the lowest compared entry with this formula, charge and spin = 212.6 kJ/mol
SMILES = COC[C@H](C)N.O.O.O.O.O.O.O
HOMO-LUMO gap = 9.2 eV

Last column: Mulliken charge in e.
Element x y z (Å)
O1 3.281 -0.460 1.214  -0.69
O2 -1.982 -0.248 -2.604  -0.64
O3 -0.592 -1.669 -0.049  -0.62
O4 -2.921 -2.692 1.142  -0.74
O5 0.799 -1.776 2.585  -0.58
O6 -2.874 -2.480 3.849  -0.65
O7 0.730 2.793 -2.217  -0.34
O8 0.817 -3.159 -1.929  -0.61
N1 1.408 0.419 -0.772  -0.58
C1 0.864 2.853 -0.886  -0.84
C2 0.633 4.174 -2.892  -0.74
C3 0.597 1.444 1.294  -1.59
C4 0.531 1.488 -0.244  1.14
H1 -0.196 4.736 -2.462  0.32
H2 -3.367 -1.853 1.030  0.36
H3 -3.281 -3.250 0.452  0.29
H4 0.321 0.497 1.758  0.13
H5 0.355 -1.347 3.316  0.28
H6 -1.179 -0.240 -3.125  0.33
H7 1.623 1.626 1.613  0.44
H8 1.492 -2.293 2.995  0.28
H9 0.828 -0.401 -0.882  0.07
H10 -0.502 1.155 -0.346  0.12
H11 0.030 2.275 1.715  0.44
H12 0.432 3.966 -3.942  0.27
H13 -3.628 -3.020 4.085  0.30
H14 1.523 4.792 -3.014  0.30
H15 0.113 -2.972 -1.308  0.33
H16 0.158 3.597 -0.515  0.43
H17 -1.384 -1.915 0.429  0.35
H18 -1.748 -0.728 -1.810  0.28
H19 0.040 -1.446 0.633  0.24
H20 2.762 0.066 0.607  0.32
H21 0.877 -4.114 -1.944  0.29
H22 1.882 3.170 -0.662  0.31
H23 1.594 0.767 -1.702  0.29
H24 -2.677 -2.726 2.945  0.37
H25 2.644 -1.031 1.643  0.33